No. 1
Density functional theory data (ωB97M-V with the def2-TZVPD basis set) for a molecular structure, C37H32CuNO2S4Sb2.

Last column: Mulliken spin population.
CARTESIAN COORDINATES (ANGSTROEM)
1 Cu 2.168 -0.482 -1.245  0.05
2 C -0.487 2.395 -1.871  0.00
3 C -0.419 3.311 -0.651  0.00
4 C 0.328 2.629 0.497  0.01
5 Sb -0.937 1.172 1.487  0.00
6 C 0.630 0.004 2.376  0.00
7 C 1.971 0.380 2.334  -0.01
8 C 2.964 -0.457 2.829  0.01
9 C 2.626 -1.680 3.393  0.00
10 C 1.293 -2.056 3.465  0.00
11 C 0.305 -1.222 2.954  0.00
12 C -1.238 2.466 3.204  0.00
13 C -0.364 2.568 4.285  0.00
14 C -0.616 3.450 5.329  0.00
15 C -1.750 4.250 5.310  0.00
16 C -2.634 4.159 4.244  0.00
17 C -2.380 3.269 3.207  0.00
18 Sb -2.129 2.823 -3.177  0.00
19 C -3.477 1.768 -1.879  0.00
20 C -3.200 0.463 -1.477  0.00
21 C -4.008 -0.179 -0.549  0.00
22 C -5.106 0.478 -0.011  0.00
23 C -5.392 1.780 -0.399  0.00
24 C -4.579 2.419 -1.328  0.00
25 C -1.792 1.184 -4.517  0.00
26 C -2.595 1.071 -5.651  0.00
27 C -2.433 0.018 -6.539  0.00
28 C -1.448 -0.934 -6.310  0.00
29 C -0.634 -0.827 -5.192  0.00
30 C -0.804 0.225 -4.300  0.00
31 H -0.643 1.364 -1.552  0.00
32 H 0.457 2.411 -2.421  0.00
33 H -1.427 3.592 -0.317  0.00
34 H 0.078 4.247 -0.925  0.00
35 H 0.646 3.348 1.255  0.00
36 H 1.212 2.114 0.114  -0.01
37 H 2.258 1.326 1.891  0.00
38 H 4.003 -0.158 2.756  0.00
39 H 3.400 -2.341 3.764  0.00
40 H 1.021 -3.012 3.896  0.00
41 H -0.730 -1.548 2.979  0.00
42 H 0.527 1.951 4.316  0.00
43 H 0.077 3.512 6.161  0.00
44 H -1.946 4.939 6.123  0.00
45 H -3.524 4.776 4.222  0.00
46 H -3.091 3.198 2.388  0.00
47 H -2.329 -0.062 -1.855  0.00
48 H -3.752 -1.180 -0.228  0.00
49 H -5.730 -0.019 0.722  0.00
50 H -6.243 2.300 0.025  0.00
51 H -4.807 3.440 -1.619  0.00
52 H -3.363 1.813 -5.847  0.00
53 H -3.070 -0.058 -7.412  0.00
54 H -1.314 -1.756 -7.004  0.00
55 H 0.140 -1.560 -5.007  0.00
56 H -0.158 0.276 -3.432  0.00
57 S 3.783 0.946 -0.595  0.16
58 S 4.617 1.682 -2.254  0.25
59 S 4.059 0.571 -3.913  0.30
60 S 2.533 -0.616 -3.501  0.24
61 O -1.438 -2.068 -0.098  0.00
62 C -0.274 -1.731 -0.316  0.00
63 O 0.141 -0.610 -0.742  0.00
64 C 0.822 -2.753 0.006  0.00
65 C 0.471 -4.001 0.576  0.00
66 C 1.460 -4.861 0.933  0.00
67 C 2.813 -4.494 0.728  0.00
68 C 3.903 -5.317 1.095  0.00
69 C 5.186 -4.906 0.869  0.00
70 C 5.437 -3.656 0.262  0.00
71 C 4.405 -2.840 -0.105  0.01
72 C 3.070 -3.244 0.128  0.00
73 N 2.059 -2.400 -0.225  0.00
74 H -0.580 -4.209 0.718  0.00
75 H 1.235 -5.822 1.383  0.00
76 H 3.701 -6.276 1.558  0.00
77 H 6.017 -5.540 1.154  0.00
78 H 6.459 -3.341 0.089  0.00
79 H 4.569 -1.871 -0.560  0.01

Results
Kohn-Sham gap (spin up / spin down) ... 0.2515 / 0.2131 Ha
Expectation value of S² ... 0.756
Lowest unoccupied orbital energy (spin up / spin down) ... 2.2220 / 1.0658 eV
Charge ... -1
Multiplicity ... 2

***

No. 2
Density functional theory data (ωB97M-V with the def2-TZVPD basis set) for 2 unconnected molecules or ions with the total composition C5H8O.

Last column: natural (NBO) charge in e.
CARTESIAN COORDINATES (ANGSTROEM)
1 C -0.194 1.036 0.188  -0.44
2 C -1.684 1.050 0.314  -0.42
3 C -1.010 -0.187 -0.182  -0.43
4 H 0.380 1.060 1.110  0.22
5 H 0.274 1.590 -0.623  0.21
6 H -2.075 1.007 1.325  0.21
7 H -2.253 1.651 -0.385  0.21
8 H -1.086 -0.435 -1.238  0.21
9 H -1.004 -1.066 0.459  0.22
10 C 1.843 -1.133 -0.730  -0.79
11 C 1.535 -1.102 0.546  0.74
12 O 1.315 -1.130 1.694  -0.49
13 H 2.614 -1.830 -1.020  0.26
14 H 1.343 -0.511 -1.458  0.27

Results
Kohn-Sham gap ... 0.3737 Ha
Lowest unoccupied orbital energy ... 0.9988 eV
SMILES ... C1CC1.C=C=O
Multiplicity ... 1

***

No. 3
Density functional theory data (ωB97M-V with the def2-TZVPD basis set) for a molecular structure, C25H13BrF2N2O6V.

Last column: Mulliken spin population.
CARTESIAN COORDINATES (ANGSTROEM)
1 V 0.013 0.460 -0.655  2.49
2 O 2.348 0.296 2.621  0.02
3 C 1.566 0.523 1.698  0.01
4 O 1.240 -0.270 0.744  -0.02
5 C 0.835 1.850 1.617  0.09
6 C 0.819 2.861 2.557  -0.04
7 C -0.017 3.953 2.344  0.07
8 C -0.821 3.994 1.210  -0.04
9 C -0.734 2.957 0.305  0.10
10 N 0.094 1.927 0.506  -0.12
11 C -1.526 2.780 -0.979  0.01
12 O -2.328 3.642 -1.339  0.03
13 O -1.231 1.688 -1.577  -0.03
14 H 1.429 2.767 3.444  0.00
15 H -0.056 4.755 3.071  0.01
16 H -1.519 4.798 1.020  0.00
17 F 4.603 2.942 -2.275  0.00
18 C 3.658 1.971 -2.462  0.01
19 C 2.582 1.887 -1.608  0.03
20 C 1.603 0.900 -1.788  -0.09
21 C 1.757 0.020 -2.897  -0.07
22 C 2.875 0.139 -3.711  0.01
23 F 3.087 -0.720 -4.755  0.00
24 C 3.846 1.101 -3.521  0.02
25 C 0.657 -0.925 -3.057  0.23
26 C 0.402 -1.703 -4.182  -0.12
27 C -0.723 -2.511 -4.235  0.24
28 C -1.586 -2.521 -3.129  -0.08
29 C -1.291 -1.730 -2.047  0.15
30 N -0.199 -0.925 -1.977  0.00
31 H 2.517 2.600 -0.792  0.01
32 H 4.712 1.160 -4.165  0.00
33 H 1.080 -1.661 -5.021  -0.01
34 H -0.931 -3.114 -5.111  0.04
35 H -2.481 -3.130 -3.125  -0.01
36 H -1.938 -1.702 -1.180  0.03
37 Br -4.044 -3.473 5.532  0.00
38 C -2.654 -2.979 4.304  0.00
39 C -1.561 -3.817 4.185  0.00
40 C -0.565 -3.469 3.280  0.00
41 C -0.679 -2.319 2.514  0.00
42 C -1.777 -1.479 2.672  0.00
43 C -2.776 -1.807 3.582  0.00
44 C -1.851 -0.188 1.842  0.01
45 O -1.996 0.867 2.466  0.00
46 O -1.720 -0.379 0.598  0.01
47 H -1.484 -4.712 4.787  0.00
48 H 0.306 -4.106 3.183  0.00
49 H 0.083 -2.051 1.792  0.01
50 H -3.622 -1.146 3.715  0.00

Results
Kohn-Sham gap (spin up / spin down) ... 0.1386 / 0.2507 Ha
Expectation value of S² ... 3.793
Lowest unoccupied orbital energy (spin up / spin down) ... 3.8950 / 3.8949 eV
Charge ... -2
Multiplicity ... 4

***

No. 4
Density functional theory data (ωB97M-V with the def2-TZVPD basis set) for a single C6H9N molecule.

Last column: natural (NBO) charge in e.
CARTESIAN COORDINATES (ANGSTROEM)
1 C 0.383 0.012 -1.790  -0.64
2 C -0.231 -0.221 -0.463  0.04
3 C 0.243 0.141 0.776  -0.13
4 C 1.670 0.597 0.984  -0.63
5 C -0.586 -0.020 1.879  -0.19
6 C -2.282 -0.569 0.620  -0.04
7 N -1.520 -0.702 -0.450  -0.49
8 H 1.416 0.336 -1.671  0.23
9 H -0.157 0.792 -2.342  0.21
10 H 0.379 -0.897 -2.397  0.21
11 H 1.846 1.109 1.938  0.22
12 H 1.958 1.281 0.187  0.22
13 H 2.333 -0.276 0.968  0.23
14 H -0.481 0.869 2.557  0.19
15 H -3.209 -1.192 0.406  0.17
16 H -1.783 -1.256 -1.270  0.40

Results
Kohn-Sham gap ... 0.2896 Ha
Lowest unoccupied orbital energy ... 0.8304 eV
Multiplicity ... 1

***

No. 5
Density functional theory data (ωB97M-V with the def2-TZVPD basis set) for 2 unconnected molecules or ions with the total composition C2H2Cl4.

Last column: natural (NBO) charge in e.
CARTESIAN COORDINATES (ANGSTROEM)
1 C 1.237 0.145 -0.754  -0.45
2 C -1.795 -0.808 1.596  -0.13
3 Cl -0.247 0.827 -1.269  0.04
4 Cl 2.675 1.324 -0.760  -0.10
5 Cl -2.897 -1.610 0.621  0.08
6 Cl -1.975 0.890 1.483  0.05
7 H 1.662 -0.767 -1.359  0.25
8 H 1.339 -0.002 0.443  0.25

Results
Kohn-Sham gap ... 0.3155 Ha
Lowest unoccupied orbital energy ... -1.1193 eV
Multiplicity ... 1

***

No. 6
Density functional theory data (ωB97M-V with the def2-TZVPD basis set) for 2 unconnected molecules or ions with the total composition C22H23NO2.

Last column: natural (NBO) charge in e.
CARTESIAN COORDINATES (ANGSTROEM)
1 C -1.134 0.800 -2.492  -0.74
2 C -1.679 0.909 -1.126  0.36
3 N -2.487 -0.016 -0.584  -0.30
4 C -3.312 0.203 0.551  0.20
5 C -3.649 1.425 1.107  -0.22
6 C -4.506 1.416 2.222  -0.19
7 C -5.007 0.197 2.714  -0.19
8 C -4.723 -1.019 2.077  -0.17
9 C -3.882 -1.020 0.957  -0.09
10 C -3.412 -2.035 0.038  0.03
11 C -2.577 -1.398 -0.913  0.09
12 C -2.041 -2.079 -1.993  -0.19
13 C -2.258 -3.462 -2.087  -0.19
14 C -3.013 -4.117 -1.103  -0.18
15 C -3.613 -3.415 -0.050  -0.19
16 H -1.006 1.835 -2.826  0.27
17 H -0.136 0.356 -2.575  0.34
18 H -1.840 0.286 -3.141  0.24
19 H -1.707 1.877 -0.641  0.23
20 H -3.265 2.330 0.662  0.22
21 H -4.776 2.348 2.709  0.23
22 H -5.628 0.207 3.617  0.23
23 H -5.113 -1.975 2.443  0.23
24 H -1.486 -1.539 -2.742  0.23
25 H -1.832 -4.015 -2.921  0.23
26 H -3.124 -5.205 -1.173  0.23
27 H -4.208 -3.920 0.713  0.23
28 C 5.977 1.048 0.739  -0.60
29 C 4.475 1.160 0.493  -0.04
30 C 4.011 2.499 1.061  -0.61
31 C 4.144 1.023 -1.006  -0.49
32 C 2.630 1.006 -1.329  0.52
33 O 2.212 1.387 -2.432  -0.72
34 C 1.748 0.505 -0.322  -0.59
35 C 2.215 -0.017 0.928  0.52
36 O 1.434 -0.453 1.785  -0.69
37 C 3.741 -0.028 1.146  -0.49
38 H 6.380 0.107 0.353  0.20
39 H 6.511 1.874 0.256  0.20
40 H 6.187 1.093 1.815  0.20
41 H 2.944 2.678 0.930  0.22
42 H 4.231 2.545 2.128  0.20
43 H 4.551 3.314 0.577  0.20
44 H 4.655 1.808 -1.589  0.22
45 H 4.562 0.050 -1.332  0.21
46 H 0.685 0.457 -0.532  0.15
47 H 4.143 -0.939 0.669  0.21
48 H 3.978 -0.091 2.221  0.22

Results
Kohn-Sham gap ... 0.1442 Ha
Lowest unoccupied orbital energy ... -2.2567 eV
Multiplicity ... 1

***

Respective relative energy (zero: lowest compared OMol25 entry of this formula, charge and spin) values: 0.0; 52.7; 0.0; 117.3; 76.8; 68.5 kcal/mol.
Respective M values: 958.00; 84.12; 606.23; 95.14; 167.85; 333.43 g mol⁻¹.